(1)
{
  "formula": "C21H21CoN6O4",
  "method": "ωB97M-V/def2-TZVPD",
  "energy_ev": -76871.127,
  "spin_multiplicity": 2,
  "charge": 1,
  "gap_ev": [8.2280, 8.1704],
  "s_squared": 0.93,
  "relative_energy_kcal_mol": 7.5,
  "species": ["Co", "O", "C", "O", "C", "C", "C", "C", "C", "N", "C", "O", "O", "H", "H", "H", "N", "C", "C", "C", "C", "C", "C", "C", "N", "C", "C", "N", "C", "H", "H", "H", "H", "H", "H", "H", "N", "C", "C", "N", "C", "C", "H", "H", "H", "H", "H", "H", "H", "H", "H", "H", "H"],
  "positions_angstrom": [[0.54506, 0.35622, -0.42165], [-0.01372, 3.41349, 2.00150], [0.05526, 2.34631, 1.44509], [-0.01423, 2.11466, 0.15874], [0.20804, 1.05994, 2.24716], [0.02517, 0.86984, 3.60418], [0.12172, -0.42747, 4.09678], [0.36882, -1.50024, 3.24158], [0.52935, -1.22734, 1.89908], [0.47356, 0.02417, 1.46751], [0.70133, -2.19817, 0.74977], [1.15148, -3.31068, 0.91614], [0.32645, -1.66661, -0.38314], [-0.19552, 1.71650, 4.23936], [-0.01648, -0.61076, 5.15424], [0.42107, -2.51973, 3.59798], [9.36342, -5.29861, 0.42432], [8.55684, -4.48382, 0.35539], [7.53963, -3.46469, 0.25826], [6.20928, -3.78703, 0.51251], [5.22803, -2.81929, 0.39561], [5.58265, -1.53506, 0.00676], [6.90479, -1.20131, -0.23943], [7.88603, -2.16749, -0.10692], [4.56413, -0.54623, -0.13986], [4.65106, 0.79833, 0.16733], [3.42819, 1.32464, -0.09510], [2.59830, 0.32861, -0.57162], [3.30985, -0.77652, -0.58074], [5.94871, -4.79120, 0.81681], [4.19746, -3.05868, 0.63251], [7.16804, -0.19909, -0.55193], [8.92176, -1.92103, -0.29573], [5.54449, 1.24164, 0.57075], [3.07828, 2.33541, 0.03634], [2.95229, -1.75076, -0.87751], [-1.47216, -1.65745, -4.12385], [-0.03159, -1.31199, -4.41122], [0.61952, -0.87288, -3.11107], [-0.08937, 0.24239, -2.45809], [-1.52281, -0.03488, -2.28661], [-2.20442, -0.45971, -3.57378], [-1.49278, -2.40711, -3.42604], [-1.93478, -2.00994, -4.96160], [-0.04194, -0.53063, -5.17038], [0.45672, -2.19698, -4.81307], [1.64863, -0.57568, -3.30763], [0.64271, -1.70370, -2.40536], [0.05319, 1.09891, -2.98509], [-2.02158, 0.84530, -1.88361], [-1.60824, -0.83497, -1.54489], [-2.15399, 0.31361, -4.33951], [-3.24452, -0.73236, -3.40974]],
  "forces_ev_per_a": [[-0.9, -0.8, 0.8], [-0.1, 0.1, 0.0], [0.0, -0.2, -0.1], [0.2, 0.2, -0.3], [0.0, 0.0, 0.0], [0.1, 0.0, 0.1], [0.0, 0.0, 0.0], [0.1, 0.0, 0.1], [0.1, 0.0, 0.0], [-0.1, 0.3, -0.5], [-0.1, 0.1, -0.1], [0.0, -0.1, 0.0], [0.4, 0.0, -0.2], [0.0, 0.0, 0.0], [0.0, 0.0, 0.0], [0.0, 0.0, 0.0], [0.0, 0.0, 0.0], [-0.1, 0.1, 0.0], [0.1, -0.1, 0.0], [0.0, 0.0, 0.0], [-0.1, 0.0, 0.1], [-0.1, 0.1, 0.0], [0.1, 0.0, 0.0], [0.1, 0.0, 0.0], [0.2, 0.0, 0.0], [0.0, -0.1, 0.0], [-0.1, -0.1, -0.1], [0.2, 0.0, 0.0], [0.0, 0.1, 0.0], [0.0, 0.0, 0.0], [0.0, 0.0, 0.0], [0.0, 0.0, 0.0], [0.0, 0.0, 0.0], [0.0, 0.0, 0.0], [0.0, 0.0, 0.0], [0.0, 0.0, 0.0], [0.0, 0.1, 0.0], [0.0, 0.0, 0.1], [0.0, 0.1, -0.1], [0.2, 0.1, 0.2], [0.0, -0.1, 0.0], [0.0, 0.0, 0.0], [0.0, 0.0, 0.0], [0.0, 0.0, 0.0], [0.0, 0.0, 0.0], [0.0, 0.0, 0.0], [0.0, 0.0, 0.0], [0.0, 0.0, 0.1], [0.0, 0.1, 0.1], [0.0, 0.0, 0.0], [0.0, 0.0, 0.0], [0.0, 0.0, 0.0], [0.0, 0.0, 0.0]],
  "nbo_charge": [1.238, -0.581, 0.744, -0.812, 0.104, -0.193, -0.145, -0.199, 0.093, -0.443, 0.757, -0.613, -0.865, 0.256, 0.235, 0.250, -0.264, 0.258, -0.164, -0.128, -0.254, 0.231, -0.236, -0.143, -0.361, -0.069, -0.078, -0.570, 0.197, 0.241, 0.245, 0.231, 0.242, 0.240, 0.243, 0.230, -0.496, -0.237, -0.286, -0.630, -0.279, -0.237, 0.440, 0.442, 0.222, 0.245, 0.250, 0.271, 0.399, 0.265, 0.243, 0.225, 0.247]
}


(2)
{
  "formula": "C21H21F10NO16",
  "method": "ωB97M-V/def2-TZVPD",
  "energy_ev": -83537.617,
  "gap_ev": 10.6260,
  "species": ["O", "C", "C", "C", "C", "C", "F", "F", "C", "F", "F", "F", "N", "H", "H", "H", "H", "H", "H", "C", "C", "O", "C", "O", "O", "F", "H", "H", "H", "C", "C", "O", "C", "O", "O", "F", "H", "H", "H", "C", "C", "O", "C", "O", "O", "F", "H", "H", "H", "C", "C", "O", "C", "O", "O", "F", "H", "H", "H", "C", "C", "O", "C", "O", "O", "F", "H", "H", "H"],
  "positions_angstrom": [[-4.23106, 4.95837, 2.33879], [-3.38617, 4.65693, 1.34990], [-3.67523, 4.34155, -0.26083], [-2.38617, 3.41879, -0.78651], [-1.72250, 3.06940, 0.68014], [-0.22786, 2.41214, 0.53404], [0.30411, 2.60743, -0.85863], [0.73072, 2.94066, 1.57521], [-0.27767, 0.76347, 0.77686], [0.18998, 0.50575, 2.15836], [-1.58815, 0.15658, 0.43608], [0.72384, 0.11407, -0.14903], [-1.86146, 4.44070, 1.37484], [-3.68645, 5.35510, -0.84628], [-4.69266, 3.79899, -0.46152], [-2.59972, 2.55630, -1.55032], [-1.65797, 4.24455, -1.19277], [-2.33498, 2.39440, 1.42889], [-1.50372, 4.46034, 2.35496], [2.71894, 2.28392, -3.00103], [3.74735, 3.30908, -2.66470], [4.68322, 3.19308, -3.71235], [3.96216, 2.76395, -4.78595], [4.35887, 2.80787, -5.93858], [2.73579, 2.28494, -4.41442], [4.36878, 3.00574, -1.50303], [2.98095, 1.28528, -2.63571], [1.72852, 2.54794, -2.62058], [3.36341, 4.33406, -2.62577], [3.61441, -1.02326, 0.39836], [3.66625, -2.22869, -0.47683], [4.58980, -1.86879, -1.47904], [5.43908, -0.98834, -0.87887], [6.52403, -0.66578, -1.33351], [4.93005, -0.51600, 0.29980], [2.46813, -2.45166, -1.06203], [2.90669, -0.26879, 0.03877], [3.36648, -1.27147, 1.43389], [4.00855, -3.13711, 0.03023], [0.46576, -6.33784, 0.33081], [-0.26096, -5.09245, -0.04681], [0.21814, -4.13917, 0.87439], [1.48112, -4.54738, 1.18244], [2.31372, -3.84330, 1.72918], [1.70423, -5.84082, 0.79678], [-1.59210, -5.23498, 0.14135], [-0.02996, -6.88988, 1.13635], [0.60811, -7.01036, -0.51939], [-0.06318, -4.74948, -1.06797], [-8.40665, 5.52865, -2.35681], [-7.89962, 5.43952, -0.95800], [-6.81012, 4.55081, -1.05840], [-6.33252, 4.71696, -2.32370], [-5.23800, 4.33028, -2.69837], [-7.22705, 5.37727, -3.12074], [-8.82630, 4.88689, -0.14343], [-9.10616, 4.72366, -2.60597], [-8.88777, 6.48823, -2.56447], [-7.55918, 6.39390, -0.54232], [3.59588, -6.23678, 4.09396], [3.08451, -7.25855, 5.05114], [1.82308, -7.60176, 4.52401], [1.93567, -7.40743, 3.18005], [1.15303, -7.85124, 2.35642], [3.03788, -6.66034, 2.86629], [2.90145, -6.72109, 6.27805], [3.24201, -5.22621, 4.32397], [4.68801, -6.22319, 4.04426], [3.70863, -8.15542, 5.12613]],
  "forces_ev_per_a": [[5.7, -1.7, -6.1], [-1.8, 0.3, 1.8], [-0.5, -0.4, 0.1], [0.0, 1.8, 1.6], [-0.4, 0.0, 0.3], [0.7, 0.6, 0.1], [-1.2, -0.4, 4.4], [-2.7, -1.4, -3.6], [1.6, -1.7, -0.5], [-2.2, 0.3, -4.7], [4.6, 2.1, 1.6], [-3.5, 1.9, 3.2], [-2.3, -0.6, 1.0], [0.0, -1.9, 1.3], [2.2, 1.2, 0.8], [0.3, 1.8, 1.8], [-1.2, -2.1, 0.4], [1.3, 0.5, -2.1], [-0.4, -0.2, -1.0], [-1.1, -0.5, 0.5], [0.5, 0.1, 0.7], [-0.8, 0.0, -0.5], [1.0, -0.2, -3.3], [-1.0, -0.2, 2.8], [0.9, 0.4, -0.4], [0.1, 0.2, 0.3], [0.2, 0.2, 0.1], [0.2, -0.1, -0.3], [0.1, -0.1, 0.1], [-0.7, 0.4, 1.1], [-0.4, -0.5, -0.2], [0.5, 0.3, 0.6], [2.9, 1.2, -1.0], [-2.7, -0.7, 1.1], [0.7, -0.4, -0.9], [-0.3, -0.3, -0.2], [0.1, -0.3, -0.1], [0.2, 0.1, -0.2], [-0.2, 0.1, -0.1], [-0.4, -1.0, -0.5], [-0.7, 0.0, -0.3], [1.1, -0.2, 0.0], [1.7, 0.8, 1.0], [-1.6, -1.4, -0.9], [-0.1, 1.8, 0.0], [-0.3, 0.1, -0.1], [-0.1, 0.4, -0.4], [0.2, 0.1, 0.2], [-0.2, 0.1, 0.1], [-1.0, 0.5, -0.7], [-0.5, -0.2, 0.8], [0.2, 0.5, -0.8], [2.5, -0.9, -1.4], [-2.7, 0.8, 0.7], [1.0, -0.5, 0.6], [0.0, 0.1, 0.2], [0.1, 0.0, 0.3], [0.2, -0.1, -0.1], [-0.1, -0.2, 0.1], [1.0, 0.8, -0.1], [-0.1, 0.1, 0.9], [0.3, -0.1, -0.9], [-1.4, -0.7, -2.0], [1.9, 0.5, 2.4], [-0.9, -1.0, 0.3], [0.0, -0.1, 0.3], [-0.1, -0.2, 0.1], [-0.2, -0.1, -0.2], [-0.1, 0.1, 0.2]],
  "nbo_charge": [-0.562, 0.693, -0.516, -0.414, -0.121, 0.648, -0.350, -0.335, 0.935, -0.309, -0.314, -0.341, -0.668, 0.253, 0.263, 0.262, 0.237, 0.233, 0.399, -0.134, 0.442, -0.476, 0.957, -0.560, -0.476, -0.323, 0.200, 0.216, 0.153, -0.138, 0.440, -0.486, 0.955, -0.561, -0.475, -0.334, 0.205, 0.222, 0.169, -0.140, 0.440, -0.481, 0.979, -0.617, -0.470, -0.325, 0.241, 0.209, 0.155, -0.133, 0.443, -0.484, 0.966, -0.574, -0.469, -0.319, 0.207, 0.212, 0.161, -0.133, 0.441, -0.476, 0.978, -0.598, -0.464, -0.322, 0.214, 0.212, 0.156]
}